Arrangement A

Here is 4 unconnected molecules or ions with the total composition C3H14NO3 from OMol25. Energies are from ωB97M-V/def2-TZVPD.

Highest occupied orbital energy, eV: -15.4
Net charge: +1

Positions of all 21 atoms, in Å:
C 0.22 0.28 2.02
C -0.72 -0.63 1.20
C 0.77 -2.05 -0.05
N 0.05 -1.01 -0.01
H 0.28 1.27 1.56
H 1.25 -0.06 2.03
H -0.17 0.44 3.02
H -1.53 -0.02 0.80
H -0.95 -1.51 1.78
H 1.42 -2.18 -0.92
H 0.70 -2.78 0.74
H 0.13 -0.32 -0.79
H 0.12 1.53 -2.31
H 0.79 2.06 -1.03
O 0.41 1.25 -1.43
H -2.85 -2.26 -0.74
H -1.46 -2.66 -1.17
O -2.00 -2.54 -0.38
H 2.13 4.02 -0.38
H 1.30 3.84 -1.65
O 1.23 3.81 -0.69

=====

Arrangement B

Here is 3 unconnected molecules or ions with the total composition C3H14NO3 from OMol25. Energies are from ωB97M-V/def2-TZVPD.

Highest occupied orbital energy, eV: -14.2
Net charge: +1

Positions of all 21 atoms, in Å:
C -0.14 -0.40 -0.68
C 1.08 -0.77 0.22
C 1.62 -2.12 -0.22
O 2.10 0.20 -0.10
N -1.21 0.29 0.13
H 0.27 0.32 -1.38
H -0.46 -1.30 -1.18
H 0.77 -0.65 1.26
H 2.35 -2.53 0.46
H 2.38 -1.98 -1.03
H 0.94 -2.83 -0.69
H 2.91 -0.17 0.24
H -1.59 1.02 -0.49
H -0.80 0.74 0.97
H -1.92 -0.25 0.61
H -0.82 1.56 3.39
H -2.30 1.40 3.00
O -1.41 1.09 2.77
H -1.82 2.05 -2.97
H -0.66 2.54 -2.13
O -1.29 1.81 -2.20

=====

Of them, arrangement A has the lowest stability.

=====

Arrangement A

Here is a molecular structure, C4H8Se from OMol25. Energies are from ωB97M-V/def2-TZVPD.

Highest occupied orbital energy, eV: -8.9
Net charge: 0

Positions of all 13 atoms, in Å:
C -0.13 1.63 -0.19
C -0.12 0.37 0.05
C -1.83 -0.58 -0.15
C 0.92 -0.58 0.30
Se 2.81 -0.01 -0.26
H 0.70 2.29 -0.25
H -1.15 2.07 -0.21
H -1.67 -0.72 -1.24
H -2.66 0.15 0.00
H -1.96 -1.50 0.36
H 0.63 -1.47 -0.22
H 0.87 -0.80 1.36
H 3.58 -0.85 0.46

=====

Arrangement B

Here is 2 unconnected molecules or ions with the total composition C4H8Se from OMol25. Energies are from ωB97M-V/def2-TZVPD.

Highest occupied orbital energy (alpha / beta), eV: -6.8 / -6.8
Net charge: 0

Positions of all 13 atoms, in Å:
C -0.29 -1.16 -0.27
C 0.90 -1.11 0.64
C -0.22 0.00 0.83
C -0.06 1.32 0.41
Se -0.85 1.40 -2.96
H -0.24 -0.62 -1.23
H -1.05 -2.02 -0.30
H 0.68 -1.75 1.48
H 2.00 -0.94 0.38
H -0.82 -0.12 1.77
H 0.61 1.60 -0.37
H -0.54 2.13 0.89
H -0.92 1.85 -4.39

=====

Arrangement C

Here is C4H8Se in the gas phase from OMol25. Energies are from ωB97M-V/def2-TZVPD.

Highest occupied orbital energy, eV: -8.2
Net charge: 0

Positions of all 13 atoms, in Å:
C -0.75 0.79 -0.32
C -0.90 -0.55 0.25
C 0.57 1.29 0.13
C 0.94 -1.48 -0.05
Se 1.96 0.10 -0.61
H -0.96 0.74 -1.32
H -1.57 1.26 0.17
H -1.32 -0.56 1.21
H -1.45 -1.12 -0.49
H 0.98 2.17 -0.34
H 0.54 1.25 1.18
H 1.33 -1.68 0.90
H 0.65 -2.21 -0.70

=====

Of them, arrangement B has the lowest stability.

=====

Arrangement A

Here is 4 unconnected molecules or ions with the total composition C24H60N4 from OMol25. Energies are from ωB97M-V/def2-TZVPD.

Highest occupied orbital energy, eV: -8.0
Net charge: 0

Positions of all 88 atoms, in Å:
C -1.53 -3.29 1.98
C -0.58 -4.50 1.81
N 0.79 -4.19 2.31
C 0.82 -3.44 3.59
C 2.28 -3.15 4.04
C 1.82 -5.24 2.17
C 1.75 -6.01 0.82
H -2.40 -3.59 1.41
H -1.06 -2.34 1.69
H -1.97 -3.22 2.97
H -1.16 -5.28 2.30
H -0.61 -4.62 0.73
H 0.38 -2.47 3.36
H 0.26 -3.92 4.39
H 2.35 -2.58 4.96
H 2.80 -4.02 4.44
H 2.96 -2.83 3.25
H 1.78 -5.95 2.99
H 2.82 -4.84 2.32
H 0.71 -6.31 0.72
H 2.45 -6.84 0.82
H 2.04 -5.41 -0.05
C -0.97 2.41 -5.24
C -1.38 1.60 -4.03
N -2.83 1.36 -3.84
C -3.45 0.17 -4.51
C -3.97 0.36 -5.96
C -3.57 2.64 -3.94
C -3.17 3.81 -3.05
H 0.09 2.58 -5.08
H -1.53 3.33 -5.43
H -1.16 1.69 -6.04
H -0.94 0.61 -4.11
H -0.97 2.07 -3.14
H -2.66 -0.57 -4.48
H -4.33 -0.19 -3.97
H -4.92 0.88 -5.98
H -3.28 1.01 -6.50
H -4.21 -0.62 -6.38
H -4.59 2.47 -3.58
H -3.65 2.95 -4.98
H -3.38 3.64 -2.00
H -3.86 4.65 -3.12
H -2.14 4.15 -3.09
C 5.04 -2.07 0.48
C 4.02 -0.91 0.55
N 4.62 0.31 0.13
C 3.57 1.24 -0.25
C 2.87 0.84 -1.61
C 5.56 0.85 1.15
C 5.11 0.92 2.63
H 5.90 -1.94 1.14
H 5.37 -2.25 -0.54
H 4.57 -3.00 0.79
H 3.10 -1.19 0.03
H 3.62 -0.81 1.56
H 2.77 1.31 0.48
H 4.05 2.22 -0.29
H 2.49 1.71 -2.14
H 3.49 0.25 -2.28
H 2.09 0.10 -1.40
H 5.92 1.86 0.95
H 6.41 0.17 1.17
H 5.86 1.43 3.23
H 4.90 -0.08 3.02
H 4.16 1.44 2.73
C -0.40 2.63 0.50
C -1.83 2.90 0.64
N -2.17 2.44 1.97
C -3.47 2.89 2.44
C -3.60 4.43 2.67
C -2.12 0.91 2.15
C -2.71 0.20 0.98
H 0.26 3.12 1.22
H -0.13 3.08 -0.46
H -0.07 1.60 0.46
H -1.69 3.97 0.45
H -2.15 2.28 -0.19
H -3.62 2.39 3.40
H -4.26 2.46 1.83
H -2.79 4.89 3.23
H -4.51 4.61 3.24
H -3.73 4.79 1.65
H -1.11 0.57 2.38
H -2.68 0.62 3.04
H -3.70 0.48 0.63
H -1.98 0.17 0.17
H -2.83 -0.79 1.44

=====

Arrangement B

Here is 4 unconnected molecules or ions with the total composition C24H60N4 from OMol25. Energies are from ωB97M-V/def2-TZVPD.

Highest occupied orbital energy, eV: -8.2
Net charge: 0

Positions of all 88 atoms, in Å:
C -3.24 4.55 -0.38
C -3.81 3.16 -0.72
N -3.12 2.03 -0.15
C -3.16 1.89 1.31
C -4.55 2.06 1.90
C -1.77 1.88 -0.67
C -1.22 0.45 -0.51
H -2.15 4.60 -0.47
H -3.54 4.89 0.62
H -3.65 5.30 -1.06
H -4.86 3.15 -0.43
H -3.82 3.06 -1.81
H -2.87 0.86 1.49
H -2.50 2.64 1.78
H -4.54 1.97 2.99
H -4.96 3.05 1.69
H -5.28 1.38 1.47
H -1.06 2.51 -0.11
H -1.76 2.08 -1.74
H -1.81 -0.33 -0.99
H -1.09 0.15 0.53
H -0.24 0.40 -0.98
C 0.81 -5.52 0.15
C 0.17 -5.05 -1.16
N -1.27 -4.82 -1.00
C -1.99 -5.07 -2.23
C -2.10 -6.57 -2.56
C -1.51 -3.46 -0.51
C -2.70 -3.38 0.43
H 1.76 -6.01 -0.10
H 0.17 -6.22 0.68
H 1.07 -4.63 0.72
H 0.64 -4.12 -1.50
H 0.32 -5.77 -1.97
H -3.02 -4.70 -2.14
H -1.53 -4.55 -3.08
H -2.36 -7.13 -1.67
H -2.91 -6.72 -3.29
H -1.20 -6.98 -3.01
H -1.66 -2.77 -1.36
H -0.63 -3.12 0.04
H -3.64 -3.72 -0.02
H -2.85 -2.34 0.75
H -2.53 -4.01 1.30
C 1.07 2.99 2.12
C 0.95 4.25 1.29
N 1.93 4.28 0.21
C 1.45 3.53 -0.93
C 2.41 3.53 -2.10
C 2.35 5.65 -0.10
C 1.32 6.49 -0.84
H 2.10 2.83 2.45
H 0.84 2.09 1.54
H 0.43 2.99 3.00
H -0.07 4.25 0.88
H 1.06 5.10 1.96
H 1.34 2.48 -0.65
H 0.45 3.86 -1.27
H 3.36 3.08 -1.82
H 1.98 2.95 -2.93
H 2.62 4.54 -2.46
H 3.31 5.67 -0.62
H 2.55 6.11 0.87
H 1.33 6.30 -1.91
H 1.52 7.56 -0.69
H 0.33 6.39 -0.39
C 1.34 -2.53 3.14
C 2.03 -1.44 2.27
N 2.22 -1.87 0.90
C 3.20 -2.93 0.73
C 4.67 -2.53 0.87
C 2.30 -0.78 -0.05
C 2.01 -1.21 -1.48
H 0.96 -3.32 2.50
H 0.47 -2.11 3.65
H 2.02 -2.92 3.90
H 1.39 -0.56 2.26
H 2.98 -1.19 2.77
H 3.01 -3.45 -0.21
H 2.96 -3.67 1.50
H 4.99 -2.51 1.92
H 4.87 -1.54 0.47
H 5.32 -3.25 0.37
H 1.53 -0.06 0.23
H 3.22 -0.18 0.02
H 1.86 -0.33 -2.12
H 2.84 -1.77 -1.92
H 1.11 -1.82 -1.57

=====

Arrangement C

Here is 4 unconnected molecules or ions with the total composition C24H60N4 from OMol25. Energies are from ωB97M-V/def2-TZVPD.

Highest occupied orbital energy, eV: -7.6
Net charge: 0

Positions of all 88 atoms, in Å:
C -24.75 17.87 16.50
C -23.61 17.41 15.58
N -22.50 18.26 15.54
C -21.46 17.84 14.65
C -20.65 19.09 14.22
C -22.09 18.75 16.89
C -21.36 17.60 17.80
H -25.55 17.14 16.38
H -25.22 18.82 16.26
H -24.56 17.86 17.57
H -23.36 16.38 15.86
H -24.14 17.38 14.63
H -20.78 17.14 15.16
H -21.81 17.30 13.77
H -20.10 19.59 15.02
H -19.99 18.73 13.43
H -21.33 19.85 13.86
H -22.97 19.07 17.45
H -21.48 19.64 16.78
H -21.90 16.66 17.84
H -21.10 17.92 18.81
H -20.52 17.24 17.21
C -18.60 23.47 20.32
C -19.54 22.25 19.96
N -19.84 21.38 21.13
C -18.62 20.74 21.75
C -18.41 21.52 23.06
C -20.83 20.42 20.72
C -21.29 19.57 21.90
H -19.16 23.98 21.10
H -18.60 24.24 19.54
H -17.62 23.08 20.61
H -20.45 22.67 19.55
H -19.01 21.64 19.23
H -18.72 19.69 22.05
H -17.74 20.83 21.12
H -18.23 22.59 22.97
H -19.33 21.64 23.64
H -17.67 21.03 23.69
H -20.63 19.86 19.81
H -21.67 21.01 20.34
H -22.21 19.14 21.51
H -21.59 20.29 22.66
H -20.64 18.75 22.22
C -21.61 21.59 9.27
C -20.84 20.46 9.94
N -19.45 20.71 9.63
C -18.69 21.54 10.58
C -18.58 20.85 11.95
C -18.74 19.60 8.99
C -19.34 19.21 7.63
H -21.84 21.38 8.23
H -21.08 22.54 9.36
H -22.58 21.56 9.75
H -21.01 20.59 11.01
H -21.20 19.47 9.66
H -17.69 21.73 10.19
H -19.20 22.50 10.60
H -19.54 20.62 12.43
H -17.87 20.04 11.83
H -18.03 21.46 12.67
H -18.61 18.80 9.72
H -17.73 19.92 8.74
H -18.81 18.38 7.16
H -19.38 20.01 6.89
H -20.32 18.82 7.88
C -25.48 20.10 8.44
C -25.47 18.65 9.01
N -24.41 18.49 10.01
C -24.25 17.11 10.47
C -23.66 16.14 9.37
C -24.66 19.29 11.17
C -26.00 19.00 11.93
H -24.51 20.58 8.28
H -26.28 20.68 8.90
H -26.03 19.88 7.53
H -26.46 18.41 9.38
H -25.28 17.97 8.17
H -25.22 16.62 10.60
H -23.76 17.00 11.44
H -23.11 16.59 8.54
H -24.37 15.48 8.86
H -22.93 15.49 9.84
H -23.78 19.37 11.81
H -24.80 20.33 10.87
H -26.02 18.04 12.45
H -26.02 19.73 12.74
H -26.89 19.09 11.31

=====

Of them, arrangement A has the lowest stability.

=====

Arrangement A

Here is C2 in the gas phase from OMol25. Energies are from ωB97M-V/def2-TZVPD.

Highest occupied orbital energy, eV: -11.6
Net charge: 0

Positions of all 2 atoms, in Å:
C 0.00 0.00 0.63
C 0.00 0.00 -0.63

=====

Arrangement B

Here is 2 unconnected molecules or ions with the total composition C2 from OMol25. Energies are from ωB97M-V/def2-TZVPD.

Highest occupied orbital energy, eV: -9.0
Net charge: 0

Positions of all 2 atoms, in Å:
C -0.94 0.00 0.43
C 0.94 0.00 -0.43

=====

Of them, arrangement B has the lowest stability.

=====

Arrangement A

Here is 2 unconnected molecules or ions with the total composition C2 from OMol25. Energies are from ωB97M-V/def2-TZVPD.

Highest occupied orbital energy, eV: -8.4
Net charge: 0

Positions of all 2 atoms, in Å:
C -0.34 -0.46 1.07
C 0.34 0.46 -1.07

=====

Arrangement B

Here is 2 unconnected molecules or ions with the total composition C2 from OMol25. Energies are from ωB97M-V/def2-TZVPD.

Highest occupied orbital energy, eV: -8.2
Net charge: 0

Positions of all 2 atoms, in Å:
C 0.26 -0.18 1.27
C -0.26 0.18 -1.27

=====

Of them, arrangement B has the lowest stability.

=====

Arrangement A

Here is C4H3F4N in the gas phase from OMol25. Energies are from ωB97M-V/def2-TZVPD.

Highest occupied orbital energy, eV: -10.3
Net charge: 0

Positions of all 12 atoms, in Å:
C -1.41 -1.09 1.05
C -1.00 -0.96 -0.17
C 0.11 0.50 -0.50
C 1.55 0.42 -0.11
N -0.51 1.47 -0.97
F -1.24 -1.55 -1.30
F 1.91 1.56 0.48
F 1.66 -0.53 0.81
F 2.44 0.10 -1.07
H -2.35 -1.78 1.28
H -1.27 -0.40 1.87
H 0.11 2.28 -1.37

=====

Arrangement B

Here is C4H3F4N in the gas phase from OMol25. Energies are from ωB97M-V/def2-TZVPD.

Highest occupied orbital energy, eV: -9.9
Net charge: 0

Positions of all 12 atoms, in Å:
C 1.32 -0.07 -0.72
C -0.25 -0.94 0.74
C 2.48 -0.58 0.05
C 2.15 0.90 0.03
N 0.00 -0.27 -0.25
F 2.40 -1.32 1.17
F 3.53 -1.11 -0.59
F 2.89 1.76 -0.68
F 1.73 1.43 1.14
H 1.16 0.02 -1.80
H -1.36 -0.98 1.11
H 0.43 -1.38 1.42

=====

Of them, arrangement B has the lowest stability.

=====

Arrangement A

Here is 2 unconnected molecules or ions with the total composition ClHNO2S from OMol25. Energies are from ωB97M-V/def2-TZVPD.

Highest occupied orbital energy (alpha / beta), eV: -4.6 / -4.5
Net charge: -1

Positions of all 6 atoms, in Å:
N -0.96 0.72 -0.16
O 0.91 -2.57 -0.23
O -1.44 -2.98 -0.73
S -0.48 -2.29 0.11
Cl -0.75 -3.30 2.12
H 0.06 0.64 -0.08

=====

Arrangement B

Here is a gas-phase ion, ClHNO2S (charge -1) from OMol25. Energies are from ωB97M-V/def2-TZVPD.

Highest occupied orbital energy, eV: -4.9
Net charge: -1

Positions of all 6 atoms, in Å:
N -1.13 -0.03 -0.74
O 1.13 -1.03 -0.91
O 0.28 -0.72 1.74
S 0.23 -0.27 -0.09
Cl 1.20 1.63 0.06
H -1.72 0.41 -0.05

=====

Of them, arrangement A has the lowest stability.

=====

Arrangement A

Here is 2 unconnected molecules or ions with the total composition C5H10OS2 from OMol25. Energies are from ωB97M-V/def2-TZVPD.

Highest occupied orbital energy, eV: -8.5
Net charge: 0

Positions of all 18 atoms, in Å:
C -1.78 -2.32 -1.66
C 2.64 0.83 -0.21
C -2.36 -1.72 -0.80
C -2.49 -1.48 1.86
C -0.03 1.10 -1.04
O 0.58 -0.65 0.96
S -3.25 -0.83 0.32
S 1.05 -0.19 -0.38
H 3.50 0.19 -0.28
H -1.29 -2.84 -2.42
H 2.64 1.20 0.89
H 2.68 1.45 -1.07
H -1.38 -1.45 1.78
H -2.91 -2.39 2.02
H -2.60 -0.61 2.60
H -0.20 1.86 -0.40
H 0.35 1.47 -1.91
H -1.10 0.77 -1.24

=====

Arrangement B

Here is a molecular structure, C5H10OS2 from OMol25. Energies are from ωB97M-V/def2-TZVPD.

Highest occupied orbital energy, eV: -8.3
Net charge: 0

Positions of all 18 atoms, in Å:
C -2.58 0.08 0.43
C -0.02 -0.77 0.11
C 1.02 -0.72 -0.91
C 0.54 0.62 -0.26
C 1.31 0.94 1.03
H -2.44 1.19 -0.02
H -2.03 0.03 1.66
H -3.61 -0.57 0.38
H -0.14 -0.92 1.30
H 0.77 -1.13 -2.00
H 2.06 -2.17 -0.49
H 0.82 1.12 2.06
H 2.07 1.80 0.78
H 1.95 -0.01 1.21
H -0.19 0.92 -2.88
O 2.37 -1.24 -0.66
S -1.63 -1.10 -0.70
S -0.26 1.93 -1.03

=====

Of them, arrangement B has the lowest stability.

=====

Arrangement A

Here is 3 unconnected molecules or ions with the total composition CH5O4 from OMol25. Energies are from ωB97M-V/def2-TZVPD.

Highest occupied orbital energy, eV: -4.5
Net charge: -1

Positions of all 10 atoms, in Å:
O 0.30 0.95 1.16
C 1.08 0.81 0.22
O 1.22 -0.29 -0.23
H 1.83 1.74 -0.06
H 1.11 -0.53 -2.03
H -0.34 -1.13 -2.25
O 0.44 -0.83 -2.75
H -1.28 -0.31 1.47
H -2.15 -0.15 2.74
O -2.22 -0.25 1.74

=====

Arrangement B

Here is 3 unconnected molecules or ions with the total composition CH5O4 from OMol25. Energies are from ωB97M-V/def2-TZVPD.

Highest occupied orbital energy, eV: -4.5
Net charge: -1

Positions of all 10 atoms, in Å:
O -2.42 1.75 0.11
C -1.24 1.65 0.49
O -0.26 1.14 -0.10
H -1.08 2.08 1.52
H -0.72 -0.89 -0.04
H -0.17 -1.13 -1.56
O -0.30 -1.51 -0.69
H 2.35 -0.37 0.32
H 1.44 -1.40 -0.15
O 2.40 -1.32 0.09

=====

Arrangement C

Here is 3 unconnected molecules or ions with the total composition CH5O4 from OMol25. Energies are from ωB97M-V/def2-TZVPD.

Highest occupied orbital energy, eV: -5.0
Net charge: -1

Positions of all 10 atoms, in Å:
O -0.72 2.17 -0.34
C -0.91 1.00 -0.02
O -0.12 0.01 -0.11
H -1.91 0.76 0.43
H -0.42 -1.12 1.13
H -0.89 -2.57 1.26
O -0.62 -1.83 1.81
H 1.33 -0.54 -0.99
H 2.54 0.24 -1.40
O 2.18 -0.65 -1.48

=====

Of them, arrangement A has the lowest stability.

=====

Arrangement A

Here is 2 unconnected molecules or ions with the total composition C3H4ClNO from OMol25. Energies are from ωB97M-V/def2-TZVPD.

Highest occupied orbital energy, eV: -11.0
Net charge: 0

Positions of all 10 atoms, in Å:
C -1.96 -1.85 -0.53
C 1.21 1.20 -0.13
C 0.21 0.44 0.64
N -0.96 -2.27 -0.97
O -0.95 0.50 0.52
Cl 0.97 -0.77 1.81
H 1.77 0.53 -0.84
H 1.98 1.67 0.47
H -2.83 -1.37 -0.15
H 0.56 1.92 -0.82

=====

Arrangement B

Here is 2 unconnected molecules or ions with the total composition C3H4ClNO from OMol25. Energies are from ωB97M-V/def2-TZVPD.

Highest occupied orbital energy (alpha / beta), eV: -10.4 / -10.4
Net charge: 0

Positions of all 10 atoms, in Å:
C -1.30 -2.29 -1.06
C -0.05 0.26 0.63
C 0.41 -0.66 -0.47
N -2.14 -2.84 -1.60
O 0.58 -0.04 -1.65
Cl 1.71 -1.86 0.03
H -0.72 -0.20 1.26
H -0.52 1.11 0.16
H 0.75 0.60 1.22
H 0.60 -0.56 -2.43

=====

Of them, arrangement B has the lowest stability.